Entry 1:
Computed, not measured: a single C28H32FNO3 molecule, with the ωB97M-V functional and the def2-TZVPD basis.

```
65
Properties=species:S:1:pos:R:3:forces:R:3
C 5.898656 -0.275271 -1.550354 -0.2 0.3 0.3
H 6.943247 -0.023601 -1.391747 0.2 0.0 0.0
H 5.794700 -1.354580 -1.614933 0.0 -0.1 0.0
H 5.579000 0.173059 -2.486883 -0.1 0.0 -0.1
C 5.053805 0.275880 -0.398287 0.0 -0.6 -0.2
C 5.598537 -0.274254 0.927826 -0.1 0.3 -0.2
H 4.979439 0.014282 1.772537 0.0 0.0 0.1
H 5.635386 -1.359313 0.885724 0.0 -0.1 0.0
H 6.603920 0.106486 1.091101 0.1 0.0 0.0
C 3.582126 -0.128428 -0.604068 0.3 0.2 0.3
H 3.493429 -1.203971 -0.446799 0.0 0.0 -0.1
H 3.313117 0.089245 -1.640406 0.0 0.0 -0.1
C 2.616594 0.628359 0.313996 -0.1 0.1 -0.5
C 2.874112 2.124399 0.125234 0.4 -0.2 0.2
H 2.286983 2.723494 0.820737 -0.1 0.1 0.0
C 4.354675 2.424247 0.366803 -0.3 0.3 0.1
O 5.202444 1.690469 -0.479349 0.1 -0.1 -0.2
H 4.572599 3.472279 0.145893 0.0 -0.1 0.1
H 4.599234 2.237582 1.423192 0.0 0.0 0.0
H 2.611359 2.412083 -0.894820 -0.1 0.1 -0.1
H 2.825536 0.362248 1.356016 0.0 0.0 0.1
C 1.151041 0.230139 0.012417 0.2 0.1 0.4
C 1.010517 -1.265875 0.152205 -0.1 0.0 -0.2
C 0.978777 -2.073164 -0.981173 0.0 0.0 0.2
C 0.874383 -3.449294 -0.882630 0.0 -0.2 0.1
C 0.800715 -4.019298 0.374695 0.0 0.1 0.0
C 0.840378 -3.249223 1.521995 0.0 -0.3 -0.1
C 0.950407 -1.875928 1.400615 0.0 0.0 -0.2
H 0.988516 -1.277288 2.297320 0.0 0.1 0.1
H 0.787242 -3.724648 2.488591 0.0 -0.1 0.1
F 0.689757 -5.360153 0.484893 0.0 0.1 0.0
H 0.847447 -4.075360 -1.760584 0.0 -0.1 -0.1
H 1.046611 -1.622378 -1.960990 0.0 0.1 -0.1
H 0.935025 0.503589 -1.025972 0.0 0.0 0.0
C 0.179003 0.997039 0.921514 -0.2 -0.2 -0.3
H 0.233643 2.054522 0.669435 0.0 0.0 0.1
H 0.483990 0.889870 1.963694 0.1 0.1 0.1
C -1.284660 0.549155 0.811619 0.3 0.3 0.6
N -1.873271 0.825784 -0.480399 0.0 -0.1 -0.2
C -2.252432 2.043984 -0.937755 0.1 -0.4 -0.1
O -2.693150 2.195466 -2.070665 -0.1 0.3 0.0
C -2.147545 3.236989 -0.076850 -0.3 1.1 -0.7
C -2.412549 4.521133 -0.487867 0.2 -0.8 0.1
C -2.235657 5.348721 0.639224 0.2 -0.2 0.5
C -1.881101 4.516443 1.657424 -0.1 0.8 -0.1
O -1.823639 3.244814 1.239622 0.0 -0.4 0.2
H -1.652320 4.701014 2.688970 0.0 -0.1 0.1
H -2.356220 6.411154 0.687382 0.0 0.2 0.1
H -2.697698 4.809658 -1.477893 -0.1 0.0 -0.2
C -2.126028 -0.325778 -1.334375 -0.1 0.0 -0.3
C -3.154150 -1.233744 -0.713863 0.1 -0.1 0.0
C -2.824936 -2.521712 -0.314702 0.0 0.1 -0.1
C -3.774254 -3.335944 0.279302 -0.1 -0.1 0.1
C -5.059338 -2.865983 0.485599 0.0 -0.1 0.0
C -5.394189 -1.580093 0.092805 -0.1 0.1 0.0
C -4.446851 -0.768557 -0.503280 0.0 0.0 0.0
H -4.703356 0.233438 -0.815526 0.0 0.1 0.0
H -6.397228 -1.211326 0.249637 -0.1 0.0 0.0
H -5.799770 -3.500414 0.949917 -0.1 -0.1 0.0
H -3.507039 -4.337600 0.582559 0.0 -0.1 0.0
H -1.822070 -2.892314 -0.474213 0.1 0.0 0.0
H -2.490932 0.069275 -2.286683 0.2 -0.2 0.1
H -1.193862 -0.870743 -1.499552 -0.1 0.0 0.0
H -1.862843 1.042826 1.596771 0.1 -0.2 -0.1
H -1.355876 -0.528074 0.975873 -0.1 0.1 0.0
```
Positions in Å, forces in eV/Å.

Calculated values
Frontier orbital gap in eV: 9.524
LUMO in eV: 0.6
Multiplicity: 1



Entry 2:
Computed, not measured: a molecular structure, C28H32GeN4PdSb, with the ωB97M-V functional and the def2-TZVPD basis.

```
67
Properties=species:S:1:pos:R:3:forces:R:3
Pd -0.810178 0.242455 -0.254450 1.7 1.3 1.5
N 3.491114 0.487876 -1.019451 -0.5 0.2 -0.2
C 3.706803 -0.267515 0.094968 -0.1 -0.3 0.5
C 2.475596 -0.517072 0.637552 0.4 -0.1 0.0
N 1.525597 0.070451 -0.131687 -0.8 0.8 -0.5
C 2.151233 0.673067 -1.130720 0.2 -0.4 0.6
C 1.444723 1.393059 -2.151035 -0.5 0.3 -0.5
N 0.125298 1.337797 -2.272255 0.7 -0.5 0.6
C -0.196948 2.150580 -3.308144 0.2 0.3 -0.3
C 0.939152 2.711595 -3.824929 -0.4 0.1 -0.2
N 1.975167 2.221394 -3.087711 0.1 -0.2 0.3
H 4.203019 0.821346 -1.647344 0.0 -0.1 0.0
H 4.687809 -0.559021 0.409973 0.2 0.0 0.0
H 2.213633 -1.082357 1.512290 0.1 -0.1 0.1
H -1.213690 2.288356 -3.621972 -0.1 0.0 -0.1
H 1.092644 3.407216 -4.623453 0.0 0.1 -0.2
H 2.941019 2.483933 -3.204562 -0.1 0.0 0.0
C -4.000718 -6.384902 -1.097491 0.0 0.0 -0.1
C -2.912490 -6.135315 -1.917589 0.0 -0.2 0.0
C -2.144537 -4.999098 -1.728743 0.0 0.0 -0.1
C -2.485536 -4.094535 -0.737694 0.6 0.7 0.0
C -3.565378 -4.347472 0.091336 0.0 0.1 0.0
C -4.326668 -5.488014 -0.094193 -0.1 0.0 0.1
Sb -1.195799 -2.370080 -0.371417 -0.2 -1.6 0.0
C -2.718536 -0.871297 -0.867782 0.2 -0.1 -0.1
C -3.789198 -0.689980 0.015490 0.0 0.0 0.0
C -4.841184 0.141286 -0.319034 -0.1 0.0 0.0
C -4.832447 0.828264 -1.527071 0.1 -0.1 0.0
C -3.766506 0.679881 -2.398394 0.0 0.0 -0.1
C -2.702435 -0.153743 -2.075977 -0.5 -0.2 -0.2
C -0.226638 -2.332901 -2.288361 -0.4 -0.1 0.4
C 1.150198 -2.190556 -2.362220 0.0 -0.1 0.1
C 1.777066 -2.105587 -3.595002 0.1 0.0 0.0
C 1.029087 -2.167944 -4.758312 0.1 0.0 -0.1
C -0.343968 -2.336060 -4.687560 -0.2 0.0 -0.1
C -0.972868 -2.423438 -3.457137 0.0 -0.1 -0.1
H -4.585110 -7.281467 -1.230869 -0.1 -0.1 0.0
H -2.646621 -6.829598 -2.701031 0.0 -0.1 0.0
H -1.281516 -4.825189 -2.355576 0.0 0.0 -0.1
H -3.815849 -3.662487 0.889739 -0.1 0.0 0.1
H -5.165669 -5.675178 0.560342 -0.1 -0.1 0.0
H -3.817627 -1.240978 0.949980 0.0 0.1 0.0
H -5.679395 0.246451 0.353122 -0.1 0.0 0.1
H -5.658480 1.471564 -1.788532 -0.1 0.1 0.0
H -3.772924 1.193020 -3.349671 0.0 0.1 -0.1
H -1.906893 -0.314145 -2.800783 -0.1 0.2 0.2
H 1.734849 -2.183034 -1.450736 0.1 0.1 0.0
H 2.852275 -2.009037 -3.640208 0.1 0.0 -0.1
H 1.518142 -2.105910 -5.719684 0.0 0.0 -0.1
H -0.931947 -2.403735 -5.590865 0.0 0.0 -0.1
H -2.045100 -2.580900 -3.401878 0.0 0.0 -0.1
C -2.367454 2.792133 0.047181 0.4 -0.4 0.3
Ge -1.059996 2.487006 1.530551 -0.2 1.2 0.1
C 0.706559 3.233367 0.997007 -0.4 -0.3 0.1
C -1.666300 3.522433 3.121373 0.2 -0.5 -0.4
C -0.943467 0.565756 1.921358 -0.3 -0.3 -1.7
H -2.390908 3.843299 -0.226351 0.1 0.2 0.1
H -3.368721 2.498918 0.355731 0.0 -0.1 0.0
H -2.097427 2.218285 -0.849148 -0.2 0.2 0.1
H 0.604978 4.300227 0.820475 -0.1 0.1 0.0
H 1.079810 2.769380 0.088760 0.0 0.0 0.0
H 1.439583 3.093941 1.786565 0.1 -0.1 0.1
H -1.730716 4.569125 2.849122 0.0 0.2 -0.1
H -0.957344 3.422491 3.936333 0.1 0.0 0.1
H -2.639751 3.194478 3.469083 -0.1 -0.1 0.0
H -1.846111 0.067889 2.282160 0.2 0.1 0.0
H -0.033016 0.222568 2.413684 -0.1 -0.1 -0.2
```
Positions in Å, forces in eV/Å.

Calculated values
Frontier orbital gap (spin up / spin down) in eV: 6.224 / 6.402
LUMO (spin up / spin down) in eV: -4.0 / -3.8
Charge: +1
Multiplicity: 1
Energy relative to the best compared isomer or geometry (same formula, charge and spin) in kcal per mole: 15.9



Entry 3:
Computed, not measured: a single C28H32N2O6 molecule, with the ωB97M-V functional and the def2-TZVPD basis.

```
68
Properties=species:S:1:pos:R:3:forces:R:3
C -1.198871 -5.013036 -3.007908 -0.2 0.3 0.2
C -2.445357 -4.243582 -2.578361 0.1 -0.2 -0.4
O -2.312316 -3.660237 -1.300345 0.1 0.2 0.3
C -1.560531 -2.538043 -1.142336 0.0 0.0 0.2
C -0.985839 -1.793486 -2.157236 -0.1 -0.2 0.0
C -0.253879 -0.647266 -1.874494 0.0 0.1 0.2
C -0.114481 -0.220544 -0.570151 -0.1 0.0 -0.2
C -0.680946 -0.961618 0.462641 -0.1 -0.2 0.0
C -1.387791 -2.120856 0.200807 -0.1 -0.1 -0.2
O -1.976009 -2.914262 1.130235 0.0 0.0 -0.3
C -1.728546 -2.691949 2.505249 0.2 0.0 0.4
C -0.324106 -3.104294 2.936389 -0.3 0.1 -0.3
H 0.435024 -2.465629 2.492508 0.1 0.0 0.0
H -0.245662 -3.038188 4.018249 0.0 0.0 0.1
H -0.136521 -4.131050 2.631849 0.0 -0.1 0.0
H -1.928401 -1.646564 2.773637 0.0 -0.1 0.0
H -2.470690 -3.320551 3.006190 0.1 0.2 0.0
H -0.524057 -0.631388 1.475831 0.0 0.0 0.2
C 0.698374 1.007145 -0.212996 0.1 -0.3 0.2
N 0.794148 1.974872 -1.282275 -0.1 -0.1 0.2
C 2.050756 2.164771 -1.753512 0.1 0.2 -0.2
O 2.378793 2.892840 -2.664068 0.2 0.1 -0.1
C 2.906275 1.287557 -0.898028 -0.5 -0.7 1.0
C 2.136674 0.642048 0.012855 0.3 0.5 -0.5
C 2.701265 -0.258131 0.997617 0.1 0.1 0.0
O 2.071169 -0.838266 1.867580 0.1 0.1 -0.1
C 4.164014 -0.376983 0.830813 0.2 0.1 -0.1
C 4.894044 -1.219043 1.675547 0.1 0.1 -0.1
C 6.257423 -1.341781 1.544397 -0.1 -0.1 0.1
C 6.927662 -0.619814 0.559499 -0.1 0.1 -0.1
C 6.234481 0.216490 -0.286606 -0.2 0.1 -0.1
C 4.850351 0.343288 -0.158511 0.2 -0.6 0.6
O 4.226129 1.187572 -1.023449 -0.1 0.3 -0.4
H 6.732647 0.784592 -1.056074 0.1 0.1 -0.1
H 7.997851 -0.715045 0.456664 0.1 0.0 0.0
H 6.809829 -1.994809 2.202208 0.0 -0.1 0.1
H 4.345415 -1.763421 2.429348 0.0 0.0 0.1
C -0.355838 2.637646 -1.842870 -0.1 0.5 -0.2
H -0.176774 2.753604 -2.916041 -0.1 -0.1 0.1
C -0.599232 4.024700 -1.239017 0.0 -0.2 0.1
C -0.969814 3.976803 0.245807 0.0 0.0 -0.2
N -1.961828 2.954733 0.532764 0.0 0.1 0.1
C -2.078859 2.670590 1.953080 -0.2 -0.3 0.0
C -3.037179 1.493909 2.142778 0.3 0.1 0.2
O -4.311562 1.783614 1.621331 -0.2 0.1 0.1
C -4.214252 2.091142 0.251738 0.0 0.2 -0.3
C -3.280358 3.277857 0.011926 -0.2 -0.3 0.0
H -3.214086 3.468883 -1.059079 0.0 0.0 0.0
H -3.696978 4.173530 0.507351 0.0 0.0 -0.1
H -5.226351 2.321752 -0.084660 0.1 0.0 -0.1
H -3.832815 1.217331 -0.299379 0.0 0.1 0.0
H -3.179017 1.277563 3.203148 0.1 0.0 0.0
H -2.623608 0.610921 1.632566 0.0 0.1 0.1
H -1.097205 2.407779 2.355102 0.0 0.0 0.0
H -2.462072 3.543297 2.511838 0.1 0.0 0.0
H -0.075246 3.739062 0.827689 0.0 0.0 0.0
H -1.311558 4.978379 0.563312 0.1 -0.1 0.1
H -1.393657 4.506066 -1.810457 0.0 0.1 -0.1
H 0.302871 4.626705 -1.355501 0.0 0.1 -0.1
H -1.225467 2.000753 -1.676579 0.1 0.0 -0.1
H 0.257021 1.462071 0.679811 0.1 0.0 0.0
H 0.202317 -0.097896 -2.683850 0.0 0.1 -0.1
H -1.090536 -2.093419 -3.187502 0.0 -0.1 -0.1
H -2.715350 -3.487986 -3.327292 0.0 -0.1 0.1
H -3.286318 -4.934548 -2.471167 0.1 0.1 -0.1
H -1.374967 -5.492375 -3.967086 0.0 -0.1 -0.1
H -0.342587 -4.348874 -3.095289 0.1 0.0 0.0
H -0.967049 -5.774942 -2.268216 0.0 -0.1 0.0
```
Positions in Å, forces in eV/Å.

Calculated values
Frontier orbital gap in eV: 7.647
LUMO in eV: -0.3
Multiplicity: 1
Energy relative to the best compared isomer or geometry (same formula, charge and spin) in kcal per mole: 2.0